DFT (ωB97M-V/def2-TZVPD) results for CH2N5O2 as an isolated structure in a non-equilibrium geometry.

The geometry in XYZ format:
```
10
Properties=species:S:1:pos:R:3:forces:R:3
C 0.29571 -1.94415 0.06991 -0.281 -2.170 0.180
N 0.24469 -3.07121 0.33293 0.020 0.030 0.335
N -1.18033 0.05521 0.28511 2.206 -3.638 0.697
N 1.46140 -0.03903 -0.05699 0.788 0.332 -0.479
N 0.33057 -0.74133 -0.40032 -2.655 3.823 -0.550
N -1.28159 1.24254 -0.08033 -1.036 2.322 -2.011
O -0.63307 1.80206 -1.00551 0.907 -0.346 0.316
O -2.24586 1.86954 0.44303 0.211 -0.186 0.445
H 1.53487 -0.06057 0.95014 0.272 0.920 0.134
H 1.47362 0.88695 -0.53798 -0.432 -1.085 0.934
```
Forces are in eV/Å.

Properties
LUMO energy = 4.26 eV
energy relative to the best compared isomer or geometry (same formula, charge and spin) = 24.54 kcal/mol
charge = -1
highest occupied orbital energy = -4.74 eV